# 1
C2BrClFN in the gas phase. Source: the Open Molecules 2025 dataset; level of theory: ωB97M-V/def2-TZVPD.

XYZ file:
```
6
Properties=species:S:1:pos:R:3:forces:R:3
N -0.03698 -1.97730 -0.56297 0.199 -0.629 -0.027
C -0.00193 -0.92619 -0.10967 -1.103 4.607 1.048
C -0.28607 0.90976 0.08269 2.481 -2.654 0.391
F 0.79664 1.34873 -0.60515 -1.091 -0.024 0.263
Cl -0.19036 1.72132 1.72272 -0.131 -1.443 -1.387
Br -1.92198 1.22940 -0.74791 -0.355 0.144 -0.289
```
Positions in Å, forces in eV/Å.

Summary:
Calculated total energy   -3264.94635 Ha
HOMO-LUMO gap   10.8 eV
SMILES string   N#C[C@](F)(Cl)Br
ΔE to the lowest compared entry with this formula, charge and spin   32.7 kcal per mole
Strongest force on any atom   4.852 eV Å⁻¹
Net charge   0

Atom-resolved charges from natural (NBO), all expressed in e:
1. N -0.33
2. C 0.21
3. C 0.20
4. F -0.32
5. Cl 0.04
6. Br 0.20

# 2
A molecular structure, C24H30BrN3O9Os. Source: the Open Molecules 2025 dataset; level of theory: ωB97M-V/def2-TZVPD.

XYZ file:
```
68
Properties=species:S:1:pos:R:3:forces:R:3
Os -0.41815 -2.43539 -0.87608 0.121 -0.052 0.141
C -0.30817 3.60413 3.93359 -0.004 -0.015 -0.015
C -0.41177 2.09031 4.11437 0.033 -0.027 0.125
C -1.61551 1.77754 5.02263 0.026 0.027 -0.043
C 0.88242 1.57494 4.77631 -0.052 0.029 -0.049
C -0.58552 1.35963 2.80006 0.017 0.035 -0.189
C -0.75568 -0.03851 2.81183 0.046 0.039 -0.001
C -0.89276 -0.66433 1.61562 -0.008 0.174 -0.157
Br -1.16096 -2.53537 1.49417 -0.019 -0.150 0.089
C -0.88221 -0.00035 0.36719 -0.123 0.219 0.539
O -1.01331 -0.71455 -0.75521 0.122 0.140 -0.147
C -0.70659 1.40278 0.32954 -0.015 -0.151 -0.201
C -0.56020 2.01695 1.56480 -0.009 -0.018 0.225
C -0.62633 2.25842 -0.93622 -0.052 0.079 0.010
C -1.87914 3.15510 -0.96995 0.046 -0.036 -0.004
C 0.63479 3.13830 -0.86194 0.009 -0.025 -0.019
C -0.56260 1.47418 -2.25052 -0.009 0.001 -0.025
H -0.21008 4.07060 4.91261 0.003 0.004 0.005
H -1.19885 4.02203 3.46031 -0.006 0.006 0.007
H 0.57111 3.88762 3.35222 0.005 0.005 -0.003
H -1.50352 2.32775 5.95610 -0.011 -0.012 0.021
H -1.68289 0.71854 5.27246 0.001 -0.009 0.009
H -2.55418 2.08468 4.55901 0.001 0.012 0.001
H 1.01115 2.07822 5.73428 0.024 -0.008 0.010
H 1.75442 1.78585 4.15554 0.010 0.006 0.002
H 0.85012 0.50120 4.96381 -0.005 -0.008 0.020
H -0.76212 -0.59350 3.73873 -0.028 -0.005 0.012
H -0.40174 3.08330 1.57411 -0.027 0.022 -0.009
H -1.93472 3.79945 -0.09317 -0.003 0.007 0.008
H -2.79059 2.55718 -1.01505 -0.010 0.000 -0.002
H -1.84533 3.79074 -1.85497 0.002 0.014 0.000
H 0.59655 3.86546 -0.05353 -0.001 0.000 0.020
H 0.73427 3.69722 -1.79209 -0.001 0.013 0.000
H 1.53572 2.53313 -0.73078 0.002 -0.008 -0.013
H -1.47657 0.91756 -2.45343 0.020 0.016 0.000
H 0.28721 0.78551 -2.27148 0.017 0.023 -0.019
H -0.42424 2.18599 -3.06313 -0.004 0.011 -0.015
O 5.76426 0.37158 -3.92394 -0.007 -0.010 -0.088
N 5.67206 0.51215 -2.72903 -0.005 -0.021 0.004
O 6.43238 1.09943 -2.00046 0.053 0.049 0.066
C 4.49031 -0.10523 -2.08262 -0.067 -0.046 0.040
C 4.32040 0.03726 -0.70935 0.054 -0.012 -0.025
C 3.23950 -0.55452 -0.10684 -0.088 0.166 -0.028
C 2.28270 -1.29147 -0.83326 0.001 0.154 -0.307
O 1.30221 -1.86525 -0.19235 -0.445 -0.529 0.127
C 2.46546 -1.33335 -2.23739 -0.063 -0.015 -0.054
C 3.58299 -0.76413 -2.85982 -0.015 0.041 0.009
N 1.53307 -1.96746 -3.12464 0.090 -0.010 -0.027
O 1.76402 -2.05531 -4.28448 -0.015 -0.031 0.096
O 0.41659 -2.48065 -2.70556 -0.046 -0.006 -0.212
N 3.05102 -0.30406 1.34147 0.540 -0.366 0.127
O 3.57919 0.69309 1.77274 -0.191 0.212 -0.016
O 2.45650 -1.13303 1.99308 -0.186 0.065 -0.001
H 5.03224 0.60985 -0.12861 -0.021 0.018 0.002
H 3.72547 -0.82753 -3.92995 0.011 0.002 0.009
C -3.42182 -5.21680 -2.16067 0.013 0.036 -0.014
C -3.68890 -4.12685 -3.21102 0.014 -0.003 0.022
C -2.66913 -3.03106 -2.91921 -0.043 -0.003 -0.230
O -2.08760 -3.37259 -1.60524 0.442 0.040 -0.006
C -2.86450 -4.45499 -0.98107 -0.171 -0.074 0.169
H -2.70006 -5.94711 -2.52350 0.027 0.014 0.011
H -4.33174 -5.74361 -1.88315 0.010 -0.039 -0.016
H -4.70265 -3.74138 -3.12494 0.010 0.015 0.032
H -3.55932 -4.51324 -4.21862 -0.049 0.009 -0.011
H -3.11010 -2.04039 -2.81341 0.019 -0.012 0.009
H -1.84370 -2.99415 -3.62676 -0.009 -0.044 0.037
H -3.64139 -3.99376 -0.36872 0.017 0.038 -0.033
H -2.18348 -5.02774 -0.35442 0.002 0.007 -0.029
```
Positions in Å, forces in eV/Å.

Summary:
Calculated total energy   -4437.69688 Ha
HOMO-LUMO gap (spin up / spin down)   5.6 / 5.6 eV
ΔE to the lowest compared entry with this formula, charge and spin   0.0 kcal per mole
Strongest force on any atom   0.703 eV Å⁻¹
Net charge   +2

Atom-resolved charges from natural (NBO), all expressed in e:
1. Os 1.41
2. C -0.61
3. C -0.11
4. C -0.60
5. C -0.60
6. C 0.13
7. C -0.18
8. C -0.13
9. Br 0.36
10. C 0.25
11. O -0.40
12. C 0.02
13. C -0.16
14. C -0.09
15. C -0.60
16. C -0.60
17. C -0.59
18. H 0.24
19. H 0.22
20. H 0.21
21. H 0.24
22. H 0.21
23. H 0.22
24. H 0.24
25. H 0.22
26. H 0.21
27. H 0.25
28. H 0.24
29. H 0.22
30. H 0.22
31. H 0.23
32. H 0.22
33. H 0.24
34. H 0.20
35. H 0.21
36. H 0.18
37. H 0.24
38. O -0.33
39. N 0.53
40. O -0.32
41. C 0.01
42. C -0.07
43. C -0.04
44. C 0.44
45. O -0.61
46. C -0.09
47. C -0.10
48. N 0.55
49. O -0.19
50. O -0.50
51. N 0.53
52. O -0.33
53. O -0.34
54. H 0.31
55. H 0.30
56. C -0.43
57. C -0.44
58. C -0.07
59. O -0.56
60. C -0.06
61. H 0.23
62. H 0.26
63. H 0.24
64. H 0.26
65. H 0.21
66. H 0.22
67. H 0.21
68. H 0.21

# 3
A molecular structure, C19H66F3InO17. Source: the Open Molecules 2025 dataset; level of theory: ωB97M-V/def2-TZVPD.

XYZ file:
```
106
Properties=species:S:1:pos:R:3:forces:R:3
In 1.09380 2.96050 -2.13030 -0.702 -2.920 -0.306
C -1.24320 -0.75450 1.00870 -0.185 0.578 -1.989
C -1.33420 -0.93150 -0.53030 -0.475 0.771 2.138
O -0.28520 -0.10450 -1.01330 -0.819 -0.949 0.368
C -0.18620 -0.05650 -2.37730 1.166 2.593 0.266
O 0.34380 1.19750 -2.61030 0.068 -0.506 -1.577
C 0.73380 -1.12850 -2.89130 1.448 -0.236 -0.606
F 0.30880 -2.39450 -2.61330 0.641 1.413 -0.464
F 0.84980 -0.96850 -4.25230 0.194 -0.648 1.643
F 1.97880 -0.94050 -2.29230 -1.671 -0.489 -1.122
H -0.20620 -0.80450 1.29470 0.300 -0.433 0.179
H -1.87220 -1.46950 1.46070 -0.518 -0.796 0.855
H -1.59120 0.22750 1.28670 -0.196 0.434 0.219
H -2.32720 -0.68450 -0.93230 0.217 0.350 0.049
H -1.14020 -1.92250 -0.78730 0.325 -1.732 -0.373
H -1.09820 -0.11750 -2.91830 -1.399 -0.510 -0.240
C -1.64620 3.31550 -3.90330 -1.619 -1.522 1.118
O -0.52720 3.94150 -3.24630 -0.699 1.448 0.056
H -1.89120 3.73450 -4.83930 0.406 0.875 -1.170
H -2.56620 3.39950 -3.30230 0.520 0.126 0.155
H -1.49320 2.25850 -4.03330 0.547 -0.240 0.097
H -0.85320 4.85850 -3.17430 0.764 -0.178 0.364
C -4.90220 -2.74250 3.26670 -0.677 0.631 1.431
O -3.71120 -2.58350 2.56270 1.701 -0.613 -1.410
H -5.65920 -1.99650 2.98770 0.375 -0.240 -0.470
H -4.60020 -2.45150 4.27370 -0.864 -0.695 0.567
H -5.32620 -3.73850 3.15370 -0.015 0.004 0.269
H -3.13020 -3.34650 2.77570 -0.623 0.768 -0.269
C -1.71020 3.10050 3.40170 0.033 -0.561 -0.381
O -0.40920 3.01550 2.87870 0.886 1.595 -1.351
H -2.18220 4.08150 3.36970 0.488 0.152 -0.421
H -1.58920 2.85050 4.42070 -0.799 -0.450 1.350
H -2.32620 2.38250 2.85870 -0.500 -0.013 0.317
H -0.04020 2.16050 3.10670 -0.122 -0.440 0.160
C 1.19880 2.18750 -5.30930 2.934 2.479 -1.135
O 1.71880 2.99950 -4.20330 1.634 1.456 -0.791
H 2.05980 1.68350 -5.66130 0.736 -0.872 -0.476
H 0.86980 2.83050 -6.09730 -0.621 0.504 -0.252
H 0.54080 1.51050 -4.99530 -2.717 -2.337 1.547
H 2.51880 3.48150 -4.57430 -1.374 -0.821 0.901
C 2.99380 -2.27850 0.19070 -0.154 -0.962 1.172
O 2.80280 -3.07250 -0.93930 2.465 -0.341 0.025
H 2.18880 -1.60250 0.24070 -1.261 1.035 0.452
H 3.85480 -1.66450 0.12170 1.284 0.232 -0.162
H 3.01480 -2.86050 1.14470 0.140 0.256 -0.749
H 1.89280 -3.02950 -1.09130 -2.318 -0.577 -0.476
C -3.80520 0.31650 4.40170 -3.477 -0.429 1.864
O -4.21320 1.53350 5.05470 0.150 -0.210 0.012
H -3.91620 -0.43250 5.21570 0.996 -0.224 -0.839
H -2.88520 0.36450 3.90970 1.573 0.269 -0.347
H -4.59720 0.05250 3.68670 0.392 -0.030 -0.210
H -4.88320 1.23050 5.69770 0.481 0.654 -0.441
C 5.41980 -2.27350 -2.69830 -0.335 -1.350 0.187
O 4.13680 -2.40650 -3.30530 1.155 0.670 -1.106
H 6.17480 -2.21750 -3.46730 0.182 0.163 -0.098
H 5.61080 -3.13850 -2.06130 0.182 -0.331 -0.254
H 5.46280 -1.46850 -1.99430 0.098 1.130 0.145
H 3.54780 -2.44450 -2.56930 -1.081 -0.467 0.945
C 1.47280 1.42950 0.63470 -0.091 -2.220 1.325
O 1.62380 2.62450 -0.09930 1.022 2.217 0.531
H 2.13480 1.46750 1.49970 0.047 0.329 0.088
H 1.79580 0.53250 0.10470 -0.444 0.446 -0.459
H 0.45280 1.38350 0.99670 0.013 -0.217 -0.085
H 1.80380 3.23550 0.64970 -0.395 0.460 -1.133
C 0.12980 0.51850 4.98570 -1.231 -1.171 0.347
O 0.21080 0.52350 3.58270 -0.334 1.221 -0.675
H -0.71720 -0.09450 5.32270 0.238 -0.102 -0.004
H -0.01520 1.45150 5.48770 -0.156 1.168 -0.669
H 1.02980 0.16450 5.37770 1.466 -0.932 0.863
H 0.45080 -0.33350 3.21270 0.356 -0.001 0.425
C -4.70920 0.09350 0.63970 0.265 -0.828 0.194
O -4.62420 -1.27350 0.21570 -0.593 0.872 -0.973
H -5.26120 0.15350 1.57470 -0.114 0.228 0.099
H -5.19820 0.75750 -0.09030 0.173 -0.649 -0.001
H -3.68420 0.40950 0.81070 0.000 0.590 0.178
H -4.30120 -1.78750 0.95470 0.212 -0.294 0.444
C 3.98480 1.22550 -1.38530 0.167 1.054 3.143
O 3.02980 1.66950 -2.29030 0.206 0.364 -0.889
H 4.03480 1.95550 -0.54830 0.152 -0.386 -0.463
H 4.95680 1.19250 -1.81430 0.799 -0.210 -0.424
H 3.70780 0.28650 -0.91630 0.053 -0.360 -0.296
H 3.29180 1.09150 -3.06130 -1.528 0.117 -0.772
C 4.94080 0.61350 -4.50130 0.882 -0.814 0.022
O 3.63380 0.13550 -4.40330 -1.464 1.894 0.009
H 5.48780 0.15750 -3.70130 1.006 -0.807 0.049
H 4.99280 1.63150 -4.14730 -0.215 0.862 -0.963
H 5.35080 0.35250 -5.49030 0.229 0.745 0.475
H 3.65180 -0.81150 -4.39730 0.039 -1.509 0.443
C -0.95520 -4.20150 0.66270 -0.071 -0.098 0.651
O 0.30580 -3.55450 0.48370 -0.368 0.107 -0.390
H -0.91020 -4.94450 1.44470 0.218 -0.088 0.797
H -1.17920 -4.84850 -0.17430 0.025 0.505 -0.724
H -1.80420 -3.52850 0.90070 0.489 -0.159 -0.476
H 0.51180 -2.93050 1.19470 -0.259 -0.342 0.123
C -2.55020 2.58050 -0.42330 -0.633 -0.612 0.125
O -1.16720 2.33050 -0.59730 0.014 3.234 -0.238
H -2.92520 3.52650 -0.79530 0.699 0.522 -0.023
H -2.83220 2.48850 0.62270 0.001 0.131 0.109
H -3.10920 1.84750 -0.98930 -0.272 -0.379 -0.086
H -1.01520 1.40850 -0.59530 0.415 -1.835 -0.154
C 0.15080 -2.47850 3.79170 -2.196 -0.746 1.590
O 1.15780 -2.03950 3.01570 1.603 1.693 -2.179
H -0.66420 -1.80550 3.64770 -0.899 0.507 0.216
H 0.38980 -2.51150 4.85570 -0.036 -0.198 -0.045
H -0.19020 -3.40650 3.40570 -0.416 -1.368 0.203
H 1.95980 -2.33750 3.38870 1.664 -0.409 0.309
```
Positions in Å, forces in eV/Å.

Summary:
Calculated total energy   -2531.45520 Ha
HOMO-LUMO gap   5.7 eV
ΔE to the lowest compared entry with this formula, charge and spin   0.0 kcal per mole
Strongest force on any atom   4.005 eV Å⁻¹
Net charge   +2

Mulliken atomic charge list, values in e, 99 entries:
1. In 1.86
2. C 1.33
3. C -1.29
4. O 0.45
5. C -0.96
6. O 0.75
7. C 0.24
8. F -0.31
9. F -0.31
10. F 0.38
11. H -1.00
12. H 0.34
13. H -0.35
14. H 0.23
15. H 1.02
16. H 0.61
17. C -0.61
18. O -0.51
19. H 0.40
20. H 0.27
21. H 0.16
22. H 0.31
23. C -0.79
24. O -0.37
25. H 0.27
26. H 0.31
27. H 0.31
28. H 0.22
29. C -0.53
30. O -0.55
31. H 0.39
32. H 0.32
33. H -0.11
34. H 0.54
35. C -0.58
36. O -0.55
37. H 0.26
38. H 0.29
39. H 0.26
40. H 0.34
41. C 0.47
42. O -0.66
43. H -0.82
44. H 0.31
45. H 0.35
46. H 0.22
47. C -0.28
48. O -0.55
49. H 0.45
50. H -0.24
51. H 0.30
52. H 0.31
53. C -0.72
54. O -0.63
55. H 0.37
56. H 0.30
57. H 0.20
58. H 0.40
59. C 0.71
60. O -0.81
61. H 1.00
62. H -0.81
63. H -0.54
64. H 0.40
65. C -0.95
66. O -0.51
67. H 0.27
68. H 0.44
69. H 0.42
70. H -0.02
71. C -0.07
72. O -0.54
73. H 0.25
74. H 0.36
75. H -0.23
76. H 0.30
77. C -1.15
78. O 0.01
79. H 0.26
80. H 0.55
81. H 0.16
82. H 0.12
83. C -1.00
84. O -0.37
85. H 0.22
86. H 0.43
87. H 0.29
88. H 0.33
89. C -0.53
90. O -0.51
91. H 0.33
92. H 0.36
93. H 0.05
94. H 0.10
95. C -1.02
96. O -0.13
97. H 0.38
98. H -0.01
99. H 0.44

Q: Number 2 is which compound?
A: C24H30BrN3O9Os

Q: What is the formula in the first record?
A: C2BrClFN

Q: What is the formula in the first record?
A: C2BrClFN

Q: What is the strongest force on any atom in the third record?
A: 4.005 eV Å⁻¹